Formula: C56H141N9O19
Source: the OMol25 dataset
Level of theory: ωB97M-V/def2-TZVPD

Bonds (Å) are listed after each position.
Element x y z (Å)
1 C 5.9384 1.4037 5.5645  O2 1.400, H10 1.090, H11 1.090, H12 1.090
2 O 5.0410 0.3482 5.3616  C1 1.400, C3 1.446
3 C 4.3764 -0.1391 6.5504  O2 1.446, C4 1.526, H13 1.090, H14 1.090
4 C 3.2723 -1.1498 6.2531  C3 1.526, N5 1.508, H15 1.090, H16 1.090
5 N 2.1793 -0.3788 5.5564  C4 1.508, C6 1.433, H17 1.010
6 C 1.0054 -1.1537 5.2802  N5 1.433, C7 1.578, H18 1.090, H19 1.090
7 C 1.1694 -2.2976 4.2060  C6 1.578, O8 1.425, H20 1.090, H21 1.090
8 O 1.6174 -1.6116 3.0405  C7 1.425, C9 1.478
9 C 0.5155 -1.1626 2.1639  O8 1.478, H22 1.090, H23 1.090, H24 1.090
10 H 6.5794 1.7202 4.7417  C1 1.090
11 H 6.6928 1.0458 6.2651  C1 1.090
12 H 5.4566 2.3419 5.8399  C1 1.090
13 H 4.0642 0.5514 7.3339  C3 1.090
14 H 5.1655 -0.7270 7.0191  C3 1.090
15 H 3.0578 -1.7039 7.1669  C4 1.090
16 H 3.6876 -1.7799 5.4665  C4 1.090
17 H 2.0158 0.2668 6.3157  N5 1.010
18 H 0.1914 -0.4400 5.1533  C6 1.090
19 H 0.5339 -1.6044 6.1535  C6 1.090
20 H 0.2018 -2.7587 4.0081  C7 1.090
21 H 1.8158 -3.1130 4.5305  C7 1.090
22 H 0.2764 -2.1150 1.6908  C9 1.090
23 H 0.9380 -0.6058 1.3274  C9 1.090
24 H -0.2778 -0.7643 2.7964  C9 1.090
25 C -8.0339 -2.0445 0.8948  O26 1.335, H34 1.090, H35 1.090, H36 1.090
26 O -7.6481 -0.7807 0.7067  C25 1.335, C27 1.405
27 C -6.8580 -0.2056 1.7165  O26 1.405, C28 1.598, H37 1.090, H38 1.090
28 C -6.9456 1.3901 1.7098  C27 1.598, N29 1.439, H39 1.090, H40 1.090
29 N -6.5387 2.1505 0.5577  C28 1.439, C30 1.454, H41 1.010
30 C -5.1017 2.0855 0.3475  N29 1.454, C31 1.555, H42 1.090, H43 1.090
31 C -4.6305 3.1155 -0.7185  C30 1.555, O32 1.425, H44 1.090, H45 1.090
32 O -4.6252 2.5180 -2.0127  C31 1.425, C33 1.362
33 C -5.8080 2.4371 -2.6834  O32 1.362, H46 1.090, H47 1.090, H48 1.090
34 H -7.1955 -2.7266 0.7543  C25 1.090
35 H -8.7617 -2.2585 0.1121  C25 1.090
36 H -8.4547 -2.2144 1.8858  C25 1.090
37 H -5.8824 -0.6672 1.5635  C27 1.090
38 H -7.1902 -0.5971 2.6779  C27 1.090
39 H -6.3580 1.5972 2.6042  C28 1.090
40 H -7.9403 1.7309 1.9970  C28 1.090
41 H -7.0073 1.4808 -0.0356  N29 1.010
42 H -4.8936 1.0906 -0.0462  C30 1.090
43 H -4.6757 2.1409 1.3493  C30 1.090
44 H -3.5538 3.2354 -0.5984  C31 1.090
45 H -5.0760 4.1092 -0.6707  C31 1.090
46 H -6.5438 1.8898 -2.0941  C33 1.090
47 H -5.6631 1.9312 -3.6380  C33 1.090
48 H -6.2455 3.3946 -2.9659  C33 1.090
49 C -3.7935 5.5842 -4.0952  O50 1.491, H58 1.090, H59 1.090, H60 1.090
50 O -3.2788 4.8988 -2.8749  C49 1.491, C51 1.371
51 C -2.0543 4.2865 -2.9497  O50 1.371, C52 1.552, H61 1.090, H62 1.090
52 C -1.8292 3.1432 -3.9750  C51 1.552, N53 1.461, H63 1.090, H64 1.090
53 N -2.8755 2.1244 -3.9448  C52 1.461, C54 1.513, H65 1.010
54 C -2.7436 0.7207 -4.4945  N53 1.513, C55 1.530, H66 1.090, H67 1.090
55 C -3.3901 0.5861 -5.8749  C54 1.530, O56 1.476, H68 1.090, H69 1.090
56 O -3.4283 -0.7917 -6.4044  C55 1.476, C57 1.466
57 C -4.5731 -1.0333 -7.2872  O56 1.466, H70 1.090, H71 1.090, H72 1.090
58 H -3.8338 4.9545 -4.9840  C49 1.090
59 H -3.2665 6.5212 -4.2755  C49 1.090
60 H -4.8346 5.8292 -3.8848  C49 1.090
61 H -2.0738 3.8166 -1.9664  C51 1.090
62 H -1.2933 5.0639 -2.8812  C51 1.090
63 H -0.8283 2.7262 -3.8631  C52 1.090
64 H -1.7943 3.6402 -4.9444  C52 1.090
65 H -3.4748 2.1980 -3.1352  N53 1.010
66 H -3.2120 -0.0395 -3.8694  C54 1.090
67 H -1.6710 0.6614 -4.6790  C54 1.090
68 H -2.9972 1.2846 -6.6136  C55 1.090
69 H -4.4403 0.7927 -5.6688  C55 1.090
70 H -4.4074 -2.0197 -7.7204  C57 1.090
71 H -4.6266 -0.2868 -8.0796  C57 1.090
72 H -5.4917 -1.0608 -6.7010  C57 1.090
73 C 6.1138 -0.5253 -2.2928  O74 1.425, H82 1.090, H83 1.090, H84 1.090
74 O 4.7918 -0.6225 -1.7692  C73 1.425, C75 1.449
75 C 4.2984 -1.9717 -1.5833  O74 1.449, C76 1.521, H85 1.090, H86 1.090
76 C 3.5375 -2.5106 -2.7856  C75 1.521, N77 1.452, H87 1.090, H88 1.090
77 N 2.3537 -1.7313 -3.0995  C76 1.452, C78 1.463, H89 1.010
78 C 1.7440 -2.1096 -4.3745  N77 1.463, C79 1.559, H90 1.090, H91 1.090
79 C 2.5226 -1.4171 -5.5346  C78 1.559, O80 1.430, H92 1.090, H93 1.090
80 O 2.7738 -0.0172 -5.3887  C79 1.430, C81 1.460
81 C 1.6025 0.8411 -5.5374  O80 1.460, H94 1.090, H95 1.090, H96 1.090
82 H 6.9224 -0.6654 -1.5754  C73 1.090
83 H 6.1798 0.5231 -2.5837  C73 1.090
84 H 6.4454 -1.0609 -3.1823  C73 1.090
85 H 3.7115 -2.0347 -0.6669  C75 1.090
86 H 5.2111 -2.5583 -1.4785  C75 1.090
87 H 3.3421 -3.5786 -2.6899  C76 1.090
88 H 4.1954 -2.3183 -3.6332  C76 1.090
89 H 2.5330 -0.7401 -3.0253  N77 1.010
90 H 0.7006 -1.7999 -4.3158  C78 1.090
91 H 1.6223 -3.1824 -4.5241  C78 1.090
92 H 1.8355 -1.7531 -6.3113  C79 1.090
93 H 3.4214 -1.9715 -5.8045  C79 1.090
94 H 0.9769 0.7483 -6.4252  C81 1.090
95 H 1.8671 1.8751 -5.3164  C81 1.090
96 H 1.0209 0.4856 -4.6868  C81 1.090
97 C 8.9084 8.2649 -1.9446  O98 1.372, H106 1.090, H107 1.090, H108 1.090
98 O 8.0463 7.6320 -2.8048  C97 1.372, C99 1.406
99 C 6.6754 7.8056 -2.5463  O98 1.406, C100 1.566, H109 1.090, H110 1.090
100 C 6.1558 7.3419 -1.1438  C99 1.566, N101 1.455, H111 1.090, H112 1.090
101 N 5.8133 5.9278 -1.1435  C100 1.455, C102 1.462, H113 1.010
102 C 4.6508 5.4202 -1.8709  N101 1.462, C103 1.463, H114 1.090, H115 1.090
103 C 4.4675 3.9872 -1.6395  C102 1.463, O104 1.422, H116 1.090, H117 1.090
104 O 3.3269 3.5640 -2.3750  C103 1.422, C105 1.423
105 C 3.3838 2.1475 -2.4978  O104 1.423, H118 1.090, H119 1.090, H120 1.090
106 H 9.8899 8.2303 -2.4174  C97 1.090
107 H 8.8887 7.7592 -0.9792  C97 1.090
108 H 8.6014 9.3012 -1.8030  C97 1.090
109 H 6.0643 7.4661 -3.3826  C99 1.090
110 H 6.6159 8.8905 -2.6325  C99 1.090
111 H 5.3374 7.9978 -0.8469  C100 1.090
112 H 6.9256 7.6187 -0.4235  C100 1.090
113 H 5.8854 5.5422 -0.2128  N101 1.010
114 H 4.7684 5.6545 -2.9289  C102 1.090
115 H 3.7317 5.9770 -1.6880  C102 1.090
116 H 4.3899 3.6123 -0.6189  C103 1.090
117 H 5.3767 3.5024 -1.9951  C103 1.090
118 H 2.4014 1.8449 -2.8604  C105 1.090
119 H 3.3893 1.6769 -1.5146  C105 1.090
120 H 4.0343 1.6125 -3.1896  C105 1.090
121 C 0.5976 4.5428 -0.7105  O122 1.391, H130 1.090, H131 1.090, H132 1.090
122 O -0.2386 4.1737 0.3378  C121 1.391, C123 1.377
123 C -0.5844 5.2010 1.1872  O122 1.377, C124 1.608, H133 1.090, H134 1.090
124 C -1.6443 4.7528 2.3109  C123 1.608, N125 1.479, H135 1.090, H136 1.090
125 N -1.1658 3.4978 2.9295  C124 1.479, C126 1.537, H137 1.010
126 C -2.1923 3.1661 4.0240  N125 1.537, C127 1.527, H138 1.090, H139 1.090
127 C -1.9349 1.7847 4.6205  C126 1.527, O128 1.365, H140 1.090, H141 1.090
128 O -2.4170 1.6817 5.8935  C127 1.365, C129 1.409
129 C -3.7778 1.3201 5.9429  O128 1.409, H142 1.090, H143 1.090, H144 1.090
130 H 1.5416 4.0048 -0.6240  C121 1.090
131 H 1.0115 5.5283 -0.9241  C121 1.090
132 H 0.2561 4.1353 -1.6620  C121 1.090
133 H -1.1023 5.9617 0.6031  C123 1.090
134 H 0.3587 5.6487 1.5007  C123 1.090
135 H -2.6346 4.5814 1.8890  C124 1.090
136 H -1.5736 5.5273 3.0747  C124 1.090
137 H -1.0684 2.7845 2.2211  N125 1.010
138 H -3.1876 3.2494 3.5875  C126 1.090
139 H -2.2648 3.9328 4.7954  C126 1.090
140 H -0.8806 1.5238 4.7132  C127 1.090
141 H -2.2663 1.0337 3.9034  C127 1.090
142 H -4.2700 1.7918 6.7934  C129 1.090
143 H -3.8746 0.2403 6.0560  C129 1.090
144 H -4.3022 1.6074 5.0315  C129 1.090
145 C 5.7011 -3.0900 4.3772  O146 1.460, H154 1.090, H155 1.090, H156 1.090
146 O 5.1499 -2.0418 3.5230  C145 1.460, C147 1.431
147 C 6.2087 -1.3259 2.8801  O146 1.431, C148 1.568, H157 1.090, H158 1.090
148 C 5.9861 -0.9276 1.3800  C147 1.568, N149 1.472, H159 1.090, H160 1.090
149 N 4.7777 -0.0930 1.2743  C148 1.472, C150 1.542, H161 1.010
150 C 5.0089 1.3723 1.6958  N149 1.542, C151 1.600, H162 1.090, H163 1.090
151 C 3.5877 2.1007 1.7996  C150 1.600, O152 1.418, H164 1.090, H165 1.090
152 O 2.6641 1.3143 2.5331  C151 1.418, C153 1.356
153 C 1.4447 1.9070 2.5257  O152 1.356, H166 1.090, H167 1.090, H168 1.090
154 H 5.8748 -2.7447 5.3963  C145 1.090
155 H 6.5730 -3.6043 3.9730  C145 1.090
156 H 5.0585 -3.9626 4.4944  C145 1.090
157 H 7.1670 -1.8430 2.8303  C147 1.090
158 H 6.3303 -0.4299 3.4887  C147 1.090
159 H 5.8237 -1.8288 0.7887  C148 1.090
160 H 6.8254 -0.3793 0.9522  C148 1.090
161 H 4.6843 -0.2052 0.2749  N149 1.010
162 H 5.6169 1.9041 0.9639  C150 1.090
163 H 5.6242 1.4051 2.5949  C150 1.090
164 H 3.2550 2.2376 0.7707  C151 1.090
165 H 3.8052 3.1199 2.1190  C151 1.090
166 H 1.5320 2.7811 3.1711  C153 1.090
167 H 0.7386 1.2333 3.0111  C153 1.090
168 H 1.1166 2.1452 1.5140  C153 1.090
169 C 0.5056 -4.3077 -1.3899  O170 1.422, H178 1.090, H179 1.090, H180 1.090
170 O 0.0553 -5.6553 -1.4379  C169 1.422, C171 1.440
171 C -1.2152 -5.7577 -2.1088  O170 1.440, C172 1.662, H181 1.090, H182 1.090
172 C -1.7464 -7.3082 -1.8328  C171 1.662, N173 1.491, H183 1.090, H184 1.090
173 N -0.8347 -8.3683 -2.3515  C172 1.491, C174 1.424, H185 1.010
174 C -1.3335 -9.6646 -2.0392  N173 1.424, C175 1.451, H186 1.090, H187 1.090
175 C -0.6965 -10.4026 -0.9640  C174 1.451, O176 1.422, H188 1.090, H189 1.090
176 O -0.8966 -9.8188 0.3166  C175 1.422, C177 1.417
177 C 0.2999 -9.8053 1.0762  O176 1.417, H190 1.090, H191 1.090, H192 1.090
178 H 0.7934 -3.9500 -2.3786  C169 1.090
179 H 1.3406 -4.2671 -0.6905  C169 1.090
180 H -0.1729 -3.5337 -1.0312  C169 1.090
181 H -1.2376 -5.5101 -3.1701  C171 1.090
182 H -1.9107 -5.1344 -1.5466  C171 1.090
183 H -2.7314 -7.4576 -2.2752  C172 1.090
184 H -1.7916 -7.4998 -0.7608  C172 1.090
185 H -0.0834 -8.2328 -1.6903  N173 1.010
186 H -1.0500 -10.1875 -2.9526  C174 1.090
187 H -2.4014 -9.8714 -2.1084  C174 1.090
188 H 0.3502 -10.5156 -1.2464  C175 1.090
189 H -1.2136 -11.3613 -0.9238  C175 1.090
190 H 1.2521 -9.4552 0.6777  C177 1.090
191 H 0.5683 -10.7933 1.4502  C177 1.090
192 H 0.1403 -9.1009 1.8926  C177 1.090
193 C -5.1148 -2.1123 -1.6866  O194 1.398, H202 1.090, H203 1.090, H204 1.090
194 O -4.5243 -2.7181 -0.5737  C193 1.398, C195 1.424
195 C -3.1328 -2.5017 -0.3597  O194 1.424, C196 1.581, H205 1.090, H206 1.090
196 C -2.8701 -3.2764 0.9931  C195 1.581, N197 1.480, H207 1.090, H208 1.090
197 N -3.6002 -2.6297 2.1058  C196 1.480, C198 1.415, H209 1.010
198 C -3.6451 -3.2496 3.3766  N197 1.415, C199 1.537, H210 1.090, H211 1.090
199 C -4.8997 -2.8315 4.1603  C198 1.537, O200 1.440, H212 1.090, H213 1.090
200 O -6.0619 -3.0343 3.3341  C199 1.440, C201 1.434
201 C -6.7548 -4.2808 3.4799  O200 1.434, H214 1.090, H215 1.090, H216 1.090
202 H -5.1155 -1.0227 -1.6558  C193 1.090
203 H -6.1229 -2.5268 -1.6986  C193 1.090
204 H -4.6470 -2.3081 -2.6514  C193 1.090
205 H -2.8941 -1.4447 -0.2426  C195 1.090
206 H -2.6110 -2.9871 -1.1845  C195 1.090
207 H -1.8037 -3.2944 1.2179  C196 1.090
208 H -3.1065 -4.3311 0.8527  C196 1.090
209 H -4.5563 -2.3954 1.8797  N197 1.010
210 H -2.6960 -3.0381 3.8690  C198 1.090
211 H -3.7871 -4.3240 3.2605  C198 1.090
212 H -4.8739 -1.7944 4.4949  C199 1.090
213 H -5.0508 -3.4224 5.0636  C199 1.090
214 H -7.1090 -4.4729 4.4927  C201 1.090
215 H -6.2791 -5.1248 2.9805  C201 1.090
216 H -7.7093 -4.1763 2.9640  C201 1.090
217 C 0.1044 0.2175 -1.6125  C218 1.535, H220 1.090, H221 1.090, H222 1.090
218 C -1.1630 0.9560 -1.1618  C217 1.535, O219 1.416, H223 1.090, H224 1.090
219 O -1.0844 1.3771 0.1884  C218 1.416, H225 0.960
220 H 0.9975 0.8401 -1.5584  C217 1.090
221 H 0.0106 -0.1394 -2.6381  C217 1.090
222 H 0.2916 -0.6471 -0.9758  C217 1.090
223 H -2.1656 0.5803 -1.3659  C218 1.090
224 H -1.3780 1.8471 -1.7516  C218 1.090
225 H -0.7003 2.2494 0.0739  O219 0.960

Computed properties:
charge = 0
frontier orbital gap = 8.75 eV
LUMO level = 0.7 eV
energy relative to the best compared isomer or geometry (same formula, charge and spin) = 161.44 kcal/mol
SMILES = COCCNCCOC.COCCNCCOC.COCCNCCOC.COCCNCCOC.COCCNCCOC.COCCNCCOC.COCCNCCOC.COCCNCCOC.COCCNCCOC.CCO